[1]
Molecular formula: C38H34N5O5PtS
Method: DFT, ωB97M-V with the def2-TZVPD basis set

- energy above the lowest of the compared OMol25 structures with the same formula, charge and spin (eV) = 0.417
- Kohn-Sham gap (eV) = 8.0576
- HOMO level (eV) = -11.2

Structure (ORCA input):
```
! wB97M-V def2-TZVPD RIJCOSX def2/J DEFGRID3
* xyz 1 1
Pt 1.14 1.10 -0.56
O 0.16 1.13 2.31
C -1.23 0.77 2.25
C -1.70 0.89 0.79
O -2.88 1.06 0.55
O -0.81 0.83 -0.18
C -2.08 1.73 3.08
C -3.30 1.33 3.61
C -4.08 2.21 4.34
C -3.66 3.52 4.55
C -2.45 3.93 4.01
C -1.67 3.05 3.28
C -1.36 -0.69 2.69
C -1.11 -1.01 4.02
C -1.14 -2.33 4.45
C -1.44 -3.35 3.55
C -1.69 -3.04 2.23
C -1.65 -1.72 1.79
H 0.28 1.70 3.09
H -3.65 0.32 3.44
H -5.03 1.88 4.74
H -4.27 4.20 5.12
H -2.11 4.95 4.16
H -0.75 3.42 2.83
H -0.90 -0.22 4.73
H -0.95 -2.56 5.49
H -1.48 -4.38 3.89
H -1.94 -3.83 1.52
H -1.87 -1.50 0.75
N -3.52 4.01 -0.80
C -2.67 4.99 -1.21
O -3.02 6.13 -1.43
C -1.22 4.62 -1.37
C -0.36 5.53 -1.97
C 0.98 5.19 -2.11
C 1.40 3.95 -1.67
N 0.57 3.05 -1.10
C -0.71 3.41 -0.95
H -4.48 4.27 -0.68
H -3.26 3.05 -0.65
H -0.76 6.48 -2.30
H 1.69 5.86 -2.56
H 2.43 3.67 -1.78
H -1.35 2.69 -0.48
C 4.52 1.82 -1.01
S 3.04 1.11 -1.71
O 2.82 1.71 -3.02
C 3.52 -0.59 -1.95
C 3.06 -1.16 -3.13
C 3.33 -2.50 -3.36
C 4.05 -3.24 -2.43
C 4.51 -2.64 -1.26
C 4.25 -1.30 -1.02
H 5.32 1.60 -1.72
H 4.73 1.40 -0.03
H 4.36 2.89 -0.93
H 2.50 -0.57 -3.84
H 2.97 -2.97 -4.27
H 4.26 -4.29 -2.62
H 5.09 -3.22 -0.55
H 4.61 -0.84 -0.10
C 2.24 -2.22 1.81
C 2.10 -0.96 1.29
N 1.43 -0.75 0.14
C 0.87 -1.77 -0.52
C 0.99 -3.09 -0.07
C 1.68 -3.29 1.12
C 0.41 -4.27 -0.73
C -0.34 -4.51 -1.82
C -0.97 -3.67 -2.86
C -1.81 -4.30 -3.78
C -2.41 -3.51 -4.75
N -2.21 -2.20 -4.82
C -1.40 -1.69 -3.90
N -0.77 -2.35 -2.93
H 2.77 -2.36 2.74
H 2.50 -0.08 1.77
H 0.35 -1.55 -1.43
H 1.77 -4.29 1.52
H 0.65 -5.17 -0.18
H -0.58 -5.56 -1.96
H -1.99 -5.36 -3.74
H -3.07 -3.95 -5.49
H -1.23 -0.62 -3.94
*
```

[2]
Molecular formula: C38H35BrN2P2PtTe
Method: DFT, ωB97M-V with the def2-TZVPD basis set

- Kohn-Sham gap (spin up / spin down) (eV) = 5.7735 / 5.6828
- HOMO level (spin up / spin down) (eV) = -6.3 / -6.2

Structure (ORCA input):
```
! wB97M-V def2-TZVPD RIJCOSX def2/J DEFGRID3
* xyz 0 1
Pt 0.57 1.60 -0.04
C 0.31 -1.76 -1.29
N 0.90 -2.13 -0.02
C 0.08 -1.78 1.14
P 0.21 0.01 1.63
C -1.30 0.30 2.62
C -2.48 -0.43 2.57
C -3.62 0.04 3.19
C -3.59 1.22 3.91
C -2.41 1.94 4.01
C -1.28 1.49 3.35
C 1.44 -0.04 2.98
C 2.55 0.79 2.93
C 3.42 0.86 4.00
C 3.19 0.10 5.14
C 2.10 -0.75 5.19
C 1.22 -0.82 4.12
C 1.18 -3.54 0.03
C 2.40 -3.97 0.53
C 2.68 -5.32 0.62
C 1.73 -6.25 0.22
C 0.51 -5.83 -0.28
C 0.24 -4.48 -0.38
P 0.72 -0.01 -1.78
C 2.33 -0.19 -2.60
C 2.64 0.65 -3.67
C 3.90 0.61 -4.24
C 4.88 -0.23 -3.74
C 4.58 -1.04 -2.65
C 3.32 -1.02 -2.08
C -0.40 0.18 -3.22
C -0.56 -0.79 -4.20
C -1.44 -0.57 -5.25
C -2.19 0.60 -5.31
C -2.03 1.57 -4.33
C -1.13 1.36 -3.30
H -0.79 -1.84 -1.28
H 0.70 -2.43 -2.06
H 0.42 -2.39 1.99
H -0.98 -2.03 0.94
H -2.54 -1.37 2.04
H -4.55 -0.51 3.11
H -4.49 1.58 4.39
H -2.37 2.84 4.60
H -0.36 2.06 3.38
H 2.71 1.39 2.04
H 4.28 1.51 3.96
H 3.86 0.17 5.98
H 1.92 -1.35 6.07
H 0.36 -1.47 4.17
H 3.13 -3.23 0.85
H 3.63 -5.65 1.00
H 1.95 -7.31 0.30
H -0.23 -6.54 -0.59
H -0.72 -4.15 -0.76
H 1.89 1.32 -4.05
H 4.12 1.26 -5.08
H 5.86 -0.25 -4.18
H 5.34 -1.70 -2.24
H 3.10 -1.64 -1.22
H 0.01 -1.70 -4.16
H -1.55 -1.32 -6.02
H -2.89 0.75 -6.11
H -2.61 2.48 -4.37
H -0.99 2.11 -2.53
C -3.04 5.94 0.14
C -3.08 4.44 0.09
C -4.27 3.72 0.21
C -4.24 2.35 0.06
C -3.02 1.75 -0.19
Br -3.00 -0.09 -0.63
N -1.87 2.39 -0.23
C -1.91 3.71 -0.09
H -4.05 6.35 0.16
H -2.51 6.34 -0.72
H -2.52 6.27 1.04
H -5.20 4.23 0.40
H -5.14 1.76 0.12
H -0.95 4.21 -0.15
Te 1.95 3.65 -0.18
*
```

[3]
Molecular formula: C38H35ClIrN2Si2
Method: DFT, ωB97M-V with the def2-TZVPD basis set

- energy above the lowest of the compared OMol25 structures with the same formula, charge and spin (eV) = 1.625
- Kohn-Sham gap (spin up / spin down) (eV) = 6.8292 / 3.9308
- HOMO level (spin up / spin down) (eV) = -13.0 / -13.1
- <S²> = 8.78

Structure (ORCA input):
```
! wB97M-V def2-TZVPD RIJCOSX def2/J DEFGRID3
* xyz 2 6
C -1.69 -0.46 3.93
C -2.01 0.04 2.62
C -1.57 -0.96 1.66
H -2.59 0.91 2.37
C -0.83 -1.99 2.42
C -0.98 -1.67 3.81
H -0.67 -2.30 4.63
H -1.99 0.03 4.85
H -1.97 -1.09 0.66
H -0.51 -2.95 2.01
Ir 0.33 -0.19 1.90
Si 1.53 0.34 -0.17
C 0.18 1.83 -0.48
C 0.70 3.11 -0.69
H 1.77 3.30 -0.59
C -0.12 4.17 -1.10
H 0.34 5.13 -1.35
C -1.51 4.00 -1.19
H -2.15 4.82 -1.54
C -2.04 2.76 -0.83
H -3.13 2.62 -0.85
C -1.21 1.70 -0.48
H -1.66 0.74 -0.23
C -0.73 -1.76 -1.36
C -2.07 -1.79 -1.73
H -2.60 -0.86 -1.92
C -2.66 -3.04 -1.90
H -3.65 -3.08 -2.33
C -1.97 -4.20 -1.57
H -2.41 -5.17 -1.78
C -0.73 -4.13 -0.96
H -0.21 -5.03 -0.64
C -0.12 -2.90 -0.78
H 0.87 -2.82 -0.30
H 1.10 -1.20 0.92
Si 0.38 -0.58 -2.28
C 0.94 -1.82 -3.65
C 0.29 -1.81 -4.90
H -0.13 -0.89 -5.30
C 0.15 -3.00 -5.64
H -0.47 -3.01 -6.55
C 0.77 -4.16 -5.19
H 0.61 -5.11 -5.72
C 1.61 -4.12 -4.07
H 2.14 -5.02 -3.76
C 1.77 -2.92 -3.36
H 2.50 -2.85 -2.55
C -0.10 0.87 -3.43
C -1.43 1.05 -3.84
H -2.17 0.30 -3.58
C -1.82 2.21 -4.54
H -2.88 2.36 -4.78
C -0.88 3.17 -4.89
H -1.18 4.07 -5.42
C 0.46 2.97 -4.55
H 1.21 3.73 -4.82
C 0.85 1.84 -3.82
H 1.90 1.70 -3.52
H 2.81 -0.34 -0.47
Cl 2.81 1.70 0.94
N 0.15 1.85 2.59
C 0.65 2.02 3.94
C 0.36 3.13 4.71
C 0.88 3.17 6.02
C 1.64 2.14 6.55
C 1.92 0.98 5.77
C 2.61 -0.17 6.21
C 2.73 -1.25 5.37
C 2.13 -1.24 4.10
N 1.46 -0.17 3.66
C 1.39 0.95 4.45
H -0.79 2.23 2.50
H 0.71 2.41 1.93
H -0.25 3.93 4.31
H 0.68 4.04 6.65
H 2.02 2.17 7.58
H 3.05 -0.16 7.21
H 3.28 -2.15 5.66
H 2.18 -2.12 3.45
*
```

[4]
Molecular formula: C38H35ClN2Si2Tl
Method: DFT, ωB97M-V with the def2-TZVPD basis set

- energy above the lowest of the compared OMol25 structures with the same formula, charge and spin (eV) = 0.000
- Kohn-Sham gap (spin up / spin down) (eV) = 6.4705 / 4.8912
- HOMO level (spin up / spin down) (eV) = -10.6 / -9.8

Structure (ORCA input):
```
! wB97M-V def2-TZVPD RIJCOSX def2/J DEFGRID3
* xyz 1 1
C -1.21 -0.04 0.78
C -1.59 0.38 -0.51
C -1.35 -0.71 -1.40
H -2.04 1.34 -0.78
C -0.78 -1.78 -0.66
C -0.70 -1.37 0.70
H -0.40 -2.01 1.55
H -1.37 0.50 1.71
H -1.60 -0.74 -2.46
H -0.51 -2.76 -1.06
Tl 1.43 0.93 -1.07
Si 1.05 0.13 -4.68
C -0.10 1.57 -4.52
C 0.36 2.87 -4.84
H 1.37 2.99 -5.25
C -0.45 3.99 -4.73
H -0.04 4.97 -4.96
C -1.76 3.82 -4.33
H -2.41 4.70 -4.22
C -2.27 2.54 -4.09
H -3.30 2.39 -3.79
C -1.46 1.39 -4.24
H -1.92 0.40 -4.17
C -0.04 -1.42 -4.75
C -1.18 -1.55 -5.56
H -1.42 -0.78 -6.30
C -1.97 -2.71 -5.51
H -2.84 -2.80 -6.17
C -1.60 -3.76 -4.68
H -2.18 -4.68 -4.66
C -0.45 -3.66 -3.88
H -0.14 -4.49 -3.24
C 0.32 -2.50 -3.94
H 1.26 -2.43 -3.38
H 2.56 0.61 -4.72
Si 2.00 0.40 -6.93
C 1.58 -1.22 -7.78
C 0.87 -1.28 -9.00
H 0.71 -0.38 -9.61
C 0.35 -2.51 -9.42
H -0.29 -2.55 -10.30
C 0.60 -3.68 -8.68
H 0.14 -4.62 -8.97
C 1.46 -3.63 -7.58
H 1.67 -4.53 -7.00
C 2.00 -2.42 -7.17
H 2.72 -2.39 -6.34
C 1.19 1.80 -7.93
C -0.21 1.82 -8.12
H -0.83 1.02 -7.72
C -0.86 2.84 -8.80
H -1.95 2.86 -8.88
C -0.10 3.85 -9.40
H -0.60 4.66 -9.94
C 1.30 3.83 -9.28
H 1.89 4.62 -9.75
C 1.93 2.82 -8.55
H 3.01 2.82 -8.48
H 1.22 -0.07 -3.18
Cl 4.00 0.84 -6.84
N 2.53 -0.98 1.13
C 2.76 -0.28 2.30
C 3.70 -0.73 3.22
C 3.89 -0.02 4.42
C 3.15 1.12 4.73
C 2.23 1.65 3.77
C 1.44 2.81 3.97
C 0.60 3.25 2.96
C 0.54 2.54 1.76
N 1.24 1.42 1.56
C 2.05 0.95 2.54
H 3.03 -1.87 1.07
H 1.54 -1.04 0.90
H 4.26 -1.64 2.99
H 4.61 -0.40 5.14
H 3.28 1.63 5.69
H 1.51 3.34 4.92
H 0.00 4.15 3.05
H -0.07 2.88 0.92
*
```

[5]
Molecular formula: C38H35F9N2O2PPdSi
Method: DFT, ωB97M-V with the def2-TZVPD basis set

- energy above the lowest of the compared OMol25 structures with the same formula, charge and spin (eV) = 1.118
- Kohn-Sham gap (eV) = 5.7772
- HOMO level (eV) = -3.6

Structure (ORCA input):
```
! wB97M-V def2-TZVPD RIJCOSX def2/J DEFGRID3
* xyz -1 1
Pd -0.41 -0.71 0.68
C -3.76 -1.56 4.02
C -3.10 -1.76 2.80
N -1.79 -1.74 2.67
C -1.04 -1.53 3.76
C -1.60 -1.33 5.03
C -3.00 -1.35 5.14
C -0.75 -1.10 6.17
C 0.59 -1.05 6.03
C 1.20 -1.25 4.75
C 2.59 -1.19 4.57
C 3.12 -1.39 3.32
C 2.24 -1.64 2.26
N 0.93 -1.68 2.39
C 0.41 -1.49 3.61
H -4.84 -1.55 4.06
H -3.67 -1.95 1.90
H -3.46 -1.17 6.11
H -1.22 -0.95 7.14
H 1.23 -0.86 6.88
H 3.23 -0.98 5.43
H 4.19 -1.35 3.14
H 2.62 -1.81 1.25
F 6.72 -1.45 -5.04
C 5.79 -2.42 -4.95
F 6.43 -3.54 -4.57
F 5.35 -2.64 -6.21
C 4.67 -2.05 -4.02
C 4.29 -2.88 -2.98
C 3.25 -2.49 -2.15
C 2.57 -1.29 -2.34
C 2.98 -0.47 -3.39
C 4.01 -0.84 -4.23
P 1.19 -0.90 -1.12
C -0.21 -1.27 -2.26
C -1.10 -2.26 -1.87
C -2.16 -2.64 -2.68
C -2.33 -2.03 -3.91
C -1.46 -1.03 -4.32
C -0.41 -0.66 -3.50
C -3.47 -2.43 -4.80
F -4.54 -1.62 -4.67
F -3.91 -3.68 -4.54
F -3.13 -2.40 -6.10
C 1.41 0.92 -1.18
C 0.46 1.82 -1.66
C 0.71 3.19 -1.63
C 1.91 3.67 -1.12
C 2.85 2.79 -0.61
C 2.60 1.43 -0.64
C 2.18 5.14 -1.07
F 1.49 5.83 -2.00
F 1.85 5.69 0.12
F 3.48 5.43 -1.27
H 4.81 -3.81 -2.81
H 2.95 -3.14 -1.33
H 2.50 0.49 -3.54
H 4.32 -0.19 -5.04
H -0.96 -2.74 -0.90
H -2.84 -3.42 -2.35
H -1.61 -0.54 -5.27
H 0.26 0.12 -3.84
H -0.50 1.46 -2.00
H -0.04 3.87 -2.00
H 3.77 3.16 -0.19
H 3.34 0.75 -0.24
C -4.94 0.26 -1.38
C -3.71 0.02 -0.52
O -2.59 0.62 -1.10
H -5.82 -0.26 -0.98
H -4.76 -0.10 -2.39
H -5.17 1.33 -1.43
H -3.55 -1.07 -0.42
H -3.87 0.41 0.49
H -2.06 1.07 -0.38
C -1.36 4.19 1.56
Si -1.16 2.38 2.05
C -2.63 1.96 3.16
C 0.38 2.26 3.14
O -1.05 1.43 0.77
H -1.71 4.81 2.39
H -2.07 4.28 0.74
H -0.41 4.61 1.21
H -2.83 2.74 3.90
H -2.45 1.02 3.70
H -3.54 1.82 2.57
H 0.48 3.11 3.82
H 1.27 2.22 2.50
H 0.37 1.35 3.74
*
```

[6]
Molecular formula: C38H35MoN3O4SSbSe
Method: DFT, ωB97M-V with the def2-TZVPD basis set

- energy above the lowest of the compared OMol25 structures with the same formula, charge and spin (eV) = 0.000
- Kohn-Sham gap (spin up / spin down) (eV) = 6.5938 / 6.5266
- HOMO level (spin up / spin down) (eV) = -10.6 / -10.7
- <S²> = 2.03

Structure (ORCA input):
```
! wB97M-V def2-TZVPD RIJCOSX def2/J DEFGRID3
* xyz 1 3
Mo -0.26 0.72 0.53
O 0.65 -1.14 4.06
C 0.10 -0.56 3.17
O 0.55 -0.51 1.91
C -1.19 0.20 3.32
C -1.96 0.31 4.46
C -3.13 1.07 4.39
C -3.49 1.69 3.20
C -2.66 1.53 2.10
N -1.55 0.82 2.20
C -2.88 2.06 0.70
O -3.80 2.77 0.41
O -1.95 1.61 -0.13
H -1.66 -0.20 5.36
H -3.76 1.17 5.26
H -4.40 2.27 3.09
C 4.52 0.45 -2.17
N 4.25 0.24 -0.76
C 5.21 0.12 0.23
C 4.57 -0.10 1.39
N 3.22 -0.11 1.10
C 3.04 0.10 -0.20
S 1.56 0.08 -1.09
H 5.39 1.09 -2.27
H 3.67 0.94 -2.62
H 4.70 -0.51 -2.66
H 6.26 0.21 0.01
H 4.94 -0.24 2.39
H 2.44 -0.28 1.74
C -6.47 -0.79 0.94
C -5.95 -0.02 -0.09
C -4.63 -0.20 -0.50
C -3.84 -1.16 0.12
C -4.37 -1.94 1.15
C -5.68 -1.75 1.55
Sb -1.84 -1.44 -0.48
C -1.51 -3.40 0.21
C -2.26 -4.47 -0.29
C -2.06 -5.75 0.20
C -1.12 -5.98 1.19
C -0.37 -4.93 1.69
C -0.56 -3.64 1.20
C -2.09 -1.67 -2.56
C -3.27 -2.22 -3.05
C -3.45 -2.39 -4.41
C -2.46 -1.99 -5.30
C -1.29 -1.43 -4.82
C -1.10 -1.27 -3.45
H -7.49 -0.65 1.25
H -6.56 0.74 -0.57
H -4.24 0.42 -1.30
H -3.76 -2.70 1.63
H -6.09 -2.36 2.35
H -3.00 -4.30 -1.07
H -2.65 -6.57 -0.19
H -0.97 -6.98 1.57
H 0.37 -5.10 2.46
H 0.05 -2.83 1.58
H -4.07 -2.51 -2.37
H -4.37 -2.82 -4.78
H -2.61 -2.12 -6.36
H -0.52 -1.12 -5.51
H -0.17 -0.83 -3.10
C 6.39 3.83 -1.45
C 5.02 3.56 -0.91
C 3.89 3.68 -1.72
C 2.61 3.44 -1.24
C 1.43 3.61 -2.16
C 2.47 3.08 0.10
Se 0.70 2.92 0.83
C 3.57 2.96 0.95
C 3.45 2.64 2.41
C 4.84 3.20 0.42
H 6.36 4.09 -2.51
H 7.05 2.97 -1.34
H 6.86 4.66 -0.92
H 4.02 3.97 -2.76
H 1.77 3.92 -3.15
H 0.75 4.37 -1.78
H 0.86 2.69 -2.25
H 2.65 1.94 2.62
H 3.24 3.55 2.98
H 4.38 2.23 2.79
H 5.70 3.11 1.07
*
```